{"formula": "C7H8N5OS", "method": "wB97M-V/def2-TZVPD", "max_force_ev_per_a": 5.66, "energy_ha": -1018.65676, "charge": -1, "elements": ["C", "C", "C", "C", "C", "C", "C", "N", "N", "N", "N", "N", "O", "S", "H", "H", "H", "H", "H", "H", "H", "H"], "xyz": [[-2.950947, 0.395165, 0.555569], [2.730477, 0.203233, -2.021419], [2.982626, 1.377663, -1.159126], [0.518635, -1.011445, -1.200869], [0.371646, -1.230273, 0.170921], [1.560725, 1.031939, -0.526889], [-0.296277, -2.200076, 0.866678], [-4.219013, 0.503996, 0.832930], [-2.232842, 0.547407, 1.734977], [-4.269320, 0.596203, 2.192613], [-3.122100, 0.685818, 2.713564], [1.494066, -0.058041, -1.450331], [3.267091, -0.379913, -2.990115], [1.153780, 0.167174, 1.108214], [3.873030, 1.196188, -0.370347], [2.913203, 2.299080, -1.581195], [0.390415, -1.862860, -1.860598], [-1.283737, 0.521472, 1.965335], [0.874662, 1.977999, -0.767716], [-0.720354, -3.009107, 0.265032], [-2.590891, 0.491970, -0.470725], [-0.444877, -2.243592, 1.993497]], "forces_ev_per_a": [[1.070, 1.353, 0.405], [-0.986, -3.080, -2.425], [1.257, -2.676, 4.830], [-0.459, -1.165, -0.284], [-0.315, 0.506, 1.240], [-0.542, 1.545, -0.444], [-0.175, -0.250, 1.118], [0.507, -0.719, 0.699], [-2.739, -0.033, -1.909], [-1.555, 0.727, 0.152], [0.496, -0.648, 0.095], [1.314, 1.570, -0.664], [-0.440, 1.413, 1.837], [0.239, 0.162, -1.078], [-1.815, 0.711, -2.030], [0.566, 2.789, -1.255], [0.131, 0.310, -0.167], [1.877, -0.136, -0.180], [0.732, -2.156, 0.785], [0.057, 0.143, 0.361], [0.443, -0.619, 0.645], [0.337, 0.253, -1.735]]}

{"formula": "C6H6O", "method": "wB97M-V/def2-TZVPD", "max_force_ev_per_a": 0.48, "energy_ha": -307.24179, "e_above_lowest_ev": 6.0311, "charge": 0, "elements": ["C", "C", "C", "C", "C", "O", "C", "H", "H", "H", "H", "H", "H"], "xyz": [[2.050399, -1.022233, 0.570161], [1.987156, 0.208259, 0.155906], [0.594755, 0.450145, -0.162658], [-0.349889, 1.365405, 0.100877], [-1.699584, 0.751631, -0.077158], [-1.455385, -0.555929, -0.622333], [-0.138521, -0.778567, -0.590267], [2.752081, -1.751464, 0.963280], [-0.216862, 2.369095, 0.485895], [-2.228929, 0.671270, 0.878797], [-2.347934, 1.264124, -0.793773], [0.194448, -1.450047, -1.380608], [0.858261, -1.521685, 0.471881]], "forces_ev_per_a": [[-0.046, -0.027, 0.007], [-0.112, -0.276, 0.055], [-0.244, -0.042, 0.033], [0.089, -0.098, 0.013], [-0.018, 0.182, 0.077], [0.114, -0.125, 0.068], [0.051, 0.338, -0.336], [-0.072, 0.230, -0.079], [0.072, -0.135, -0.085], [-0.029, -0.079, -0.089], [0.091, -0.023, 0.064], [-0.033, 0.027, 0.230], [0.136, 0.026, 0.040]]}